The following is a quantum chemistry calculation of a molecular structure, C48H55AuF9N7P3Se, from OMol25.

```
124
Properties=species:S:1:pos:R:3:mulliken_charge:R:1
Au 0.06310 0.24094 -0.35581 1.645
C 0.69530 -1.35935 -3.20675 -1.719
P 0.93835 -1.81335 -1.45556 0.633
C -0.43140 -3.02411 -1.11724 -0.376
N -1.05824 -3.51642 -2.15102 0.217
C -2.17425 -4.26330 -1.99102 0.284
C -2.81983 -4.85488 -3.09616 -0.657
C -3.95649 -5.58339 -2.89337 -0.567
C -4.51555 -5.72232 -1.59746 -0.638
C -3.91813 -5.15400 -0.50956 -0.693
C -2.71403 -4.43990 -0.68103 0.259
N -2.02822 -3.95971 0.37967 0.291
C -0.91854 -3.31277 0.21056 -0.448
P 0.05013 -2.83958 1.71339 0.243
C -1.07086 -1.71369 2.59068 -0.411
C 0.24985 -4.37632 2.91271 1.627
C -1.10221 -4.67659 3.56547 -1.611
C 0.79882 -5.57903 2.16347 -1.651
C 1.26323 -3.89445 3.96530 -1.666
C 2.46774 -2.92911 -1.57269 2.290
C 2.23797 -3.92605 -2.71586 -1.685
C 3.71884 -2.08489 -1.85547 -1.618
C 2.65027 -3.68594 -0.26438 -2.144
H 0.26438 -2.19088 -3.75957 0.432
H 1.66614 -1.10488 -3.63252 0.521
H 0.06545 -0.47738 -3.29405 0.291
H -2.39239 -4.72546 -4.08305 0.514
H -4.44052 -6.06952 -3.73181 0.470
H -5.42398 -6.29664 -1.47182 0.472
H -4.32857 -5.26267 0.48755 0.519
H -2.04572 -2.19867 2.65655 0.511
H -1.19373 -0.77891 2.04095 -0.742
H -0.67724 -1.50231 3.58711 0.613
H -1.90241 -4.79132 2.84640 0.281
H -1.38018 -3.92797 4.30632 0.373
H -0.98520 -5.63685 4.07520 0.551
H 0.14776 -5.89492 1.34580 0.324
H 0.85451 -6.41131 2.86907 0.553
H 1.80802 -5.41512 1.79125 0.367
H 0.93282 -2.98445 4.47051 0.364
H 2.24802 -3.72352 3.52595 0.383
H 1.37021 -4.66493 4.73181 0.469
H 2.36963 -3.46454 -3.69371 0.402
H 1.25589 -4.39530 -2.67538 0.262
H 2.98401 -4.71980 -2.62574 0.556
H 3.55479 -1.29284 -2.58996 0.292
H 4.49630 -2.73631 -2.26103 0.592
H 4.13052 -1.65456 -0.93732 0.215
H 1.80397 -4.35031 -0.08372 0.435
H 2.78019 -3.01040 0.59403 0.207
H 3.54658 -4.30905 -0.32274 0.665
C 5.41297 -0.21425 1.71147 -1.649
C 4.74698 1.00747 1.05680 1.419
C 5.61982 1.54453 -0.07108 -1.436
C 4.46034 2.07002 2.11195 -1.918
N 3.47100 0.55704 0.43474 0.340
N 2.38480 0.33191 1.15606 0.128
H 6.31248 0.12065 2.22932 0.462
H 5.71068 -0.95735 0.96762 0.339
H 4.75092 -0.68320 2.44583 0.345
H 6.59153 1.83515 0.32664 0.452
H 5.16473 2.42089 -0.53334 0.267
H 5.78878 0.78474 -0.84090 0.404
H 5.39371 2.54673 2.40517 0.514
H 4.02081 1.64277 3.02018 0.429
H 3.80485 2.84623 1.71854 0.475
H 3.54378 -0.03844 -0.38427 -0.020
H 2.35519 1.00063 1.92584 0.241
H 2.26435 -0.61565 1.48763 -0.037
Se -4.65345 -0.02018 1.86799 0.308
N -5.58802 -0.41402 0.45693 -0.766
C -4.73561 -0.59647 -0.53461 0.528
C -5.08093 -0.92109 -1.87005 -0.773
C -4.05716 -1.11213 -2.74163 -1.415
C -2.71174 -0.98315 -2.30478 -0.367
N -2.32706 -0.64795 -1.09305 1.082
C -3.33162 -0.44388 -0.18599 -0.139
N -3.08361 -0.12366 1.06569 -0.097
H -6.12050 -1.01002 -2.16085 0.565
H -4.25335 -1.35343 -3.77885 0.644
H -1.92420 -1.19015 -3.01432 0.264
F 4.24162 7.13083 1.42794 -0.267
C 4.30135 6.26780 0.41736 0.597
F 5.39656 5.48820 0.60131 -0.237
F 4.48237 6.94309 -0.71879 -0.252
C 3.07548 5.38717 0.34396 0.019
C 2.14382 5.37221 1.36549 -0.978
C 1.05907 4.49884 1.29955 -0.371
C 0.92732 3.63730 0.21540 0.901
C 1.88640 3.65452 -0.80619 -0.815
C 2.94744 4.53880 -0.75035 -0.911
P -0.50806 2.54244 -0.04882 1.861
C -1.65544 2.99248 1.29046 0.743
C -1.35156 2.56977 2.58486 -0.438
C -2.19207 2.87700 3.64308 -0.965
C -3.34512 3.61373 3.40235 0.013
C -3.64078 4.07016 2.12649 -1.153
C -2.79868 3.75368 1.06618 -0.595
C -4.36629 3.81659 4.50210 0.745
F -5.40837 2.97601 4.29735 -0.237
F -3.86261 3.53331 5.70645 -0.271
F -4.85240 5.05329 4.51261 -0.243
C -1.18698 3.20964 -1.58992 -0.702
C -1.25539 4.59019 -1.77735 -0.031
C -1.77191 5.10424 -2.95661 -1.041
C -2.20728 4.23978 -3.94890 0.161
C -2.12431 2.86488 -3.78301 -0.602
C -1.61683 2.35190 -2.60087 -0.116
C -2.75296 4.76822 -5.25691 0.771
F -2.97973 6.07980 -5.20773 -0.264
F -1.88397 4.52494 -6.25101 -0.239
F -3.90301 4.14896 -5.56397 -0.247
H 2.24818 6.05302 2.19990 0.560
H 0.31501 4.52092 2.08335 0.511
H 1.77146 2.99914 -1.66529 0.475
H 3.67437 4.58813 -1.55250 0.612
H -0.43962 2.00605 2.76865 0.373
H -1.95001 2.57293 4.65397 0.547
H -4.51658 4.68693 1.96813 0.491
H -3.03596 4.11628 0.07590 0.470
H -0.89804 5.26648 -1.00849 0.639
H -1.83079 6.17418 -3.10790 0.530
H -2.44887 2.20851 -4.58154 0.475
H -1.55244 1.28302 -2.45530 -0.608
```

Computed properties:
E_LUMO (spin up / spin down) in eV: -8.0 / -11.3
2S+1: 3
Total charge: +3
Frontier orbital gap (spin up / spin down) in hartree: 0.2895 / 0.1721
Highest occupied orbital energy (spin up / spin down) in hartree: -0.585 / -0.586
Max |F| in eV Å⁻¹: 2.5